No. 1
DFT (ωB97M-V/def2-TZVPD) results for C33H37FeN4O4Se as an isolated structure in a non-equilibrium geometry.

Element x y z (Å)
Fe 0.37021 -0.67574 0.00939
C -0.38667 -5.00624 0.06401
C -0.26116 -3.61330 -0.51933
O -0.04987 -2.71896 0.30724
C -0.40019 -3.41162 -1.94721
C -0.66130 -4.54052 -2.76451
C -0.82047 -4.45093 -4.11902
C -0.71705 -3.18440 -4.72686
C -0.46880 -2.06578 -3.98680
C -0.30043 -2.11400 -2.56551
O -0.07770 -1.01116 -1.95771
H -0.21457 -4.94047 1.13447
H 0.33541 -5.69174 -0.38252
H -1.38402 -5.41028 -0.11608
H -0.74053 -5.51398 -2.29974
H -1.01953 -5.33218 -4.71381
H -0.83324 -3.09814 -5.80183
H -0.38203 -1.08812 -4.44459
O 3.47059 5.47782 -0.48937
C 2.48811 5.15226 -1.46405
C 1.92788 3.79734 -1.13916
C 0.58896 3.61218 -0.92471
C 0.14776 2.33613 -0.60191
N 0.95551 1.29467 -0.50956
C 2.25085 1.44663 -0.73966
C 2.76630 2.69395 -1.03772
C 3.09603 0.20001 -0.65597
C 4.46899 0.20791 -0.85053
C 5.20173 -0.96784 -0.78809
C 6.69507 -0.98816 -0.99308
O 7.09643 -1.80245 -2.08551
C 4.52140 -2.12933 -0.52384
C 3.15338 -2.05622 -0.32087
N 2.46524 -0.92749 -0.37896
H 3.81979 6.35077 -0.69116
H 2.93912 5.13366 -2.46237
H 1.68225 5.89063 -1.47191
H -0.11122 4.43490 -0.99314
H -0.89839 2.13277 -0.40175
H 3.83003 2.82269 -1.18809
H 4.97748 1.13881 -1.06369
H 7.18731 -1.32129 -0.07324
H 7.05429 0.01461 -1.21952
H 6.60600 -2.63008 -2.05027
H 5.02951 -3.08283 -0.43904
H 2.57538 -2.94150 -0.08035
C 1.58440 0.95484 3.88020
C 1.17723 -0.39679 3.27081
C 0.10912 -1.05267 4.17121
C 2.40918 -1.30378 3.21271
C 0.59726 -0.19160 1.90596
H 1.98424 0.82351 4.89345
H 0.72396 1.62594 3.93446
H 2.35018 1.43640 3.26599
H 0.49487 -1.19536 5.19144
H -0.18600 -2.02354 3.76857
H -0.78299 -0.42498 4.22747
H 2.82863 -1.43971 4.21563
H 3.18505 -0.86933 2.56993
H 2.14382 -2.28696 2.81097
H -0.34521 0.38201 1.78771
C -5.13356 0.66808 -1.70405
N -4.92924 1.01286 -0.31350
C -3.94222 0.52478 0.48547
Se -2.68485 -0.72825 0.07254
N -4.09381 1.12673 1.69423
C -5.19534 1.96819 1.69337
C -5.78141 2.74650 2.67492
C -6.93029 3.44437 2.32383
C -7.46699 3.36510 1.04043
C -6.87388 2.58576 0.05478
C -5.72786 1.89416 0.40642
H -4.27499 0.08944 -2.03513
H -5.21846 1.57986 -2.29504
H -6.03933 0.07143 -1.81551
H -3.51318 0.87463 2.47674
H -5.36231 2.81425 3.66988
H -7.42330 4.05852 3.06532
H -8.36883 3.91626 0.80961
H -7.28771 2.52636 -0.94288

**Kohn-Sham gap (alpha / beta)**: 5.6 / 6.7 eV
**HOMO energy (alpha / beta)**: -5.602 / -6.752 eV
**Energy above the lowest of the compared OMol25 structures with the same formula, charge and spin**: 95.55 kJ/mol
**Multiplicity**: 6

=====

No. 2
DFT (ωB97M-V/def2-TZVPD) results for one molecule with the formula C4H9NO2 in a non-equilibrium geometry.

Element x y z (Å)
C -1.00145 -0.36540 1.43708
C -0.39384 1.01679 -2.02581
C 0.66421 0.14921 -0.08830
N -0.35960 -1.53770 0.82685
C 1.88854 0.30060 0.42357
O -0.57040 0.69414 0.65275
O 0.45842 0.05582 -1.42201
H -0.92951 -2.04615 0.15949
H 0.08877 -2.13442 1.51737
H -2.10236 -0.41478 1.37289
H -0.65461 -0.27147 2.47073
H -0.38672 0.81728 -3.09696
H -1.40538 0.89330 -1.63333
H -0.06227 2.04312 -1.84439
H 2.70745 0.52577 -0.23693
H 2.05874 0.27390 1.48700

**Kohn-Sham gap**: 9.1 eV
**HOMO energy**: -8.128 eV
**Energy above the lowest of the compared OMol25 structures with the same formula, charge and spin**: 369.52 kJ/mol
**Structure (SMILES)**: C=C(OC)OCN

=====

No. 3
DFT (ωB97M-V/def2-TZVPD) results for a 8-piece molecular cluster, C24H72ClN7O4 overall in a non-equilibrium geometry.

Element x y z (Å)
N 3.70376 0.76960 -1.52423
H 3.66577 1.30486 -0.66857
H 4.23342 -0.08994 -1.55125
H 3.89869 1.33615 -2.33733
H 2.71828 0.55665 -1.58421
N 2.34959 -2.88223 -2.93501
H 2.15502 -3.74930 -2.45498
H 2.47280 -3.16724 -3.89610
H 3.20135 -2.50653 -2.54327
H 1.61941 -2.18442 -2.93666
N 1.23558 3.12145 -5.44040
H 0.51236 3.78147 -5.19256
H 1.02056 2.42215 -6.13671
H 1.46929 2.61293 -4.59963
H 2.09314 3.56789 -5.73260
Cl 0.34131 0.09447 -2.23323
O 0.41930 -0.80055 -3.36804
O -1.09066 0.40932 -2.08034
O 0.87680 -0.49349 -1.03478
O 1.01233 1.34476 -2.59094
C -2.94105 3.19005 -1.36004
C -3.24182 4.55765 -0.63633
N -4.64856 4.75774 -0.16439
C -4.76671 6.18758 0.30088
C -4.74363 7.13608 -0.84802
C -4.97421 3.64421 0.79889
C -6.49121 3.68956 1.20682
H -2.90615 2.36327 -0.65060
H -2.02304 3.23606 -1.94591
H -3.75798 2.97922 -2.05017
H -2.48604 4.82437 0.10243
H -3.11969 5.39773 -1.32003
H -5.71423 6.34857 0.81505
H -4.02328 6.48393 1.04086
H -5.36077 7.99041 -0.56987
H -3.78653 7.50370 -1.21806
H -5.21717 6.80507 -1.77230
H -4.48430 3.74902 1.76693
H -4.89508 2.65173 0.35523
H -6.82644 4.58383 1.73218
H -6.67038 2.97483 2.01004
H -7.18292 3.56146 0.37421
C -3.59580 -4.19352 3.18135
C -2.29681 -3.33035 3.24248
N -2.43952 -1.91504 2.94620
C -1.04075 -1.28640 3.17688
C -0.74967 -1.13327 4.64972
C -2.92946 -1.62289 1.57340
C -2.15765 -2.23512 0.38245
H -4.20941 -3.86489 4.02015
H -3.27395 -5.22694 3.30997
H -4.15504 -4.12341 2.24838
H -2.01913 -3.48827 4.28462
H -1.56705 -3.72862 2.53755
H -0.83102 -0.38728 2.59749
H -0.24797 -1.95028 2.83213
H -1.56468 -0.66580 5.20230
H 0.21802 -0.74180 4.96344
H -0.69698 -2.08751 5.17388
H -3.96853 -1.93056 1.69075
H -2.98018 -0.53942 1.46563
H -2.32612 -1.87876 -0.63378
H -1.08014 -2.14998 0.52327
H -2.29441 -3.31646 0.37275
C 3.00081 -6.33696 -2.87588
C 1.69532 -6.20816 -2.05953
N 1.55337 -4.87994 -1.38527
C 2.63578 -4.79342 -0.33084
C 2.61512 -3.48277 0.51256
C 0.27697 -4.69152 -0.73274
C -0.83341 -4.42213 -1.75469
H 3.92544 -6.09819 -2.35038
H 2.92757 -5.77524 -3.80712
H 3.14958 -7.34832 -3.25419
H 0.86924 -6.36939 -2.75213
H 1.64648 -6.93971 -1.25297
H 2.68448 -5.66275 0.32490
H 3.62043 -4.84534 -0.79545
H 3.58115 -3.19803 0.92947
H 2.22728 -2.58370 0.03367
H 2.04616 -3.63465 1.42980
H 0.28964 -3.91001 0.02698
H 0.00670 -5.61082 -0.21318
H -1.76354 -3.97684 -1.40159
H -1.07140 -5.27855 -2.38556
H -0.52374 -3.66087 -2.47071
C 4.80717 4.13399 1.81956
C 4.47975 3.10977 0.69990
N 3.53279 2.05577 0.93144
C 2.14856 2.49192 1.13411
C 1.54566 3.39165 0.05525
C 3.95990 1.18210 2.02110
C 3.20707 -0.21335 2.17066
H 5.51951 3.62796 2.47118
H 4.00237 4.33006 2.52804
H 5.29921 5.02356 1.42626
H 4.21140 3.61218 -0.22945
H 5.48837 2.71315 0.58383
H 1.64416 1.53416 1.00617
H 2.11797 2.71923 2.19971
H 1.75214 4.44316 0.25473
H 1.84154 3.11533 -0.95678
H 0.48247 3.15171 0.04291
H 3.79909 1.66459 2.98517
H 5.03824 1.03497 1.96066
H 2.13514 -0.01607 2.15833
H 3.48016 -0.77578 3.06352
H 3.50754 -0.89029 1.37093

**Kohn-Sham gap**: 5.1 eV
**HOMO energy**: -11.384 eV
**Energy above the lowest of the compared OMol25 structures with the same formula, charge and spin**: 153.98 kJ/mol
**Net charge**: +2

=====

No. 4
DFT (ωB97M-V/def2-TZVPD) results for a 10-piece molecular cluster, C30H63N3O10 overall in a non-equilibrium geometry.

Element x y z (Å)
C -0.63545 -2.27095 2.35298
C -0.11804 -3.53973 1.58521
O -0.67418 -4.66826 1.60745
N 1.00732 -3.24118 0.86989
C 1.84431 -4.20533 0.22005
H -1.65352 -2.07331 1.97501
H 0.01988 -1.39804 2.27973
H -0.73719 -2.52733 3.41212
H 1.42551 -2.30580 1.00918
H 1.37570 -5.12930 -0.14985
H 2.56420 -4.59936 0.99446
H 2.38020 -3.68644 -0.60314
C -1.69675 2.51112 -0.92250
C -2.17614 1.10708 -0.99283
O -2.35576 0.41411 -1.99106
N -2.35825 0.55767 0.25157
C -2.16543 1.23841 1.52231
H -2.48974 3.19968 -0.52936
H -1.34560 2.86739 -1.96174
H -0.92006 2.61544 -0.25601
H -2.73309 -0.37472 0.23907
H -2.70700 2.17360 1.47466
H -1.09927 1.52230 1.71942
H -2.56893 0.60656 2.27831
C 1.43604 -0.46351 -1.13489
C 1.76833 0.25990 0.27450
O 1.93588 -0.30603 1.32223
N 1.79038 1.60586 0.16527
C 2.09357 2.58430 1.19647
H 0.73516 -1.30120 -1.02823
H 2.34094 -0.82405 -1.60837
H 0.91686 0.28082 -1.69822
H 1.85068 2.01622 -0.73721
H 2.83662 2.18609 1.92684
H 1.20586 2.88253 1.75987
H 2.52106 3.54583 0.72137
C 0.12562 0.27556 4.69073
C -0.91011 0.46322 5.81579
O -1.88748 1.14352 5.63939
C -0.53331 -0.15562 7.12979
H -0.22574 0.74307 3.76708
H 0.34525 -0.79217 4.49156
H 1.03024 0.81130 4.98086
H 0.45360 -0.45113 7.16816
H -1.26950 -0.97657 7.24796
H -0.83670 0.57844 7.92426
C 0.86795 6.48271 4.89004
C 0.65688 5.22035 4.04959
O 1.61802 4.66516 3.54860
C -0.73885 4.72264 3.83578
H 1.61864 6.29087 5.65125
H -0.07251 6.77099 5.34079
H 1.15424 7.22773 4.16543
H -0.69127 3.92140 3.13897
H -1.50287 5.48540 3.66309
H -1.13350 4.30280 4.72343
C 0.88591 -2.64009 -4.43473
C 0.14166 -1.38443 -4.82328
O 0.51155 -0.31378 -4.42138
C -1.03945 -1.53968 -5.73017
H 1.54528 -2.77658 -5.28764
H 0.17698 -3.52108 -4.42391
H 1.48527 -2.52800 -3.50079
H -0.92602 -2.34670 -6.51374
H -1.32037 -0.61664 -6.22445
H -1.83458 -1.84348 -5.01777
C 3.08498 2.57050 -4.10555
C 1.63276 2.79652 -3.79232
O 1.19360 2.63514 -2.64721
C 0.78179 3.17122 -4.97729
H 3.06943 1.48226 -4.37380
H 3.68122 2.66632 -3.16401
H 3.45250 3.13518 -4.88006
H 1.30630 3.98028 -5.50719
H -0.19157 3.44736 -4.59260
H 0.69959 2.24832 -5.64219
C 3.00617 -3.19192 4.64727
C 4.20665 -2.31164 4.91711
O 4.28032 -1.53837 5.87973
C 5.38947 -2.59047 4.09551
H 2.03907 -2.71471 4.75385
H 3.08755 -3.97960 5.41765
H 3.04780 -3.71082 3.67620
H 5.42661 -3.63805 3.80578
H 6.26133 -2.22672 4.74231
H 5.35850 -2.02457 3.17195
C -2.48578 1.58525 -5.00634
C -4.00585 1.63597 -5.34414
O -4.50447 2.37555 -6.11227
C -4.82825 0.48084 -4.63394
H -1.96512 1.39109 -5.93117
H -2.28602 0.84780 -4.25992
H -2.22390 2.54962 -4.58488
H -5.83738 0.43292 -5.04000
H -4.60584 0.52375 -3.59083
H -4.33324 -0.41585 -4.95721
C -3.45906 -3.23741 -2.51707
C -1.99655 -3.61731 -2.24312
O -1.06468 -2.85676 -2.48394
C -1.79434 -5.00395 -1.60411
H -3.94020 -3.83281 -3.30493
H -3.55287 -2.19096 -2.87375
H -4.07175 -3.37911 -1.62047
H -0.77947 -5.30509 -1.83439
H -2.46146 -5.80877 -1.98276
H -1.92673 -4.86050 -0.52914

**Kohn-Sham gap**: 9.6 eV
**HOMO energy**: -8.997 eV
**Energy above the lowest of the compared OMol25 structures with the same formula, charge and spin**: 0.00 kJ/mol
**Structure (SMILES)**: CNC(C)=O.CNC(C)=O.CNC(C)=O.CC(C)=O.CC(C)=O.CC(C)=O.CC(C)=O.CC(C)=O.CC(C)=O.CC(C)=O

=====

No. 5
DFT (ωB97M-V/def2-TZVPD) results for C35H26Cl5IrN4O4PS as an isolated structure.

Element x y z (Å)
Ir -0.25012 0.17410 0.32112
O -3.22336 -0.28151 0.98777
N -1.95671 -0.54411 1.41885
C -1.96741 -1.16315 2.53371
C -0.83417 -1.71210 3.29004
C -1.14176 -2.07986 4.60153
C -0.22147 -2.73075 5.40421
C 1.01723 -3.06969 4.88453
C 1.33266 -2.72247 3.57990
C 0.43681 -2.01873 2.78076
P 0.89820 -1.66134 1.05856
C 0.53611 -3.23412 0.23258
C -0.79124 -3.50833 -0.10199
C -1.14201 -4.74547 -0.61547
C -0.17041 -5.71991 -0.79859
C 1.14648 -5.46114 -0.44998
C 1.50065 -4.22629 0.07316
C 2.69130 -1.44033 1.04172
C 3.37257 -0.92023 2.13997
C 4.73542 -0.67975 2.06367
C 5.42158 -0.92866 0.88466
C 4.74416 -1.42076 -0.22290
C 3.38540 -1.67854 -0.14553
H -3.15437 0.11929 0.07022
H -2.95258 -1.33949 2.95734
H -2.12948 -1.86098 4.98821
H -0.48145 -2.99437 6.42027
H 1.73539 -3.61058 5.48580
H 2.29786 -3.00490 3.17964
H -1.55984 -2.76049 0.04872
H -2.17261 -4.94801 -0.87429
H -0.44218 -6.68398 -1.20725
H 1.90354 -6.22241 -0.58214
H 2.52997 -4.04244 0.35187
H 2.84326 -0.69966 3.05867
H 5.25885 -0.28438 2.92403
H 6.48388 -0.73288 0.82452
H 5.27295 -1.60273 -1.14932
H 2.86467 -2.05643 -1.01813
Cl -0.60938 -0.66596 -1.93395
C 0.96118 0.12746 -2.11445
C 1.30646 0.68724 -0.90690
C 2.52876 1.33940 -0.87839
Cl 3.10345 2.05012 0.58194
C 3.33143 1.39233 -2.02219
Cl 4.85907 2.17166 -1.96004
C 2.92076 0.79650 -3.22056
Cl 3.91357 0.85460 -4.61694
C 1.69317 0.13881 -3.28005
Cl 1.10728 -0.62677 -4.69394
O -3.12876 0.95234 -1.29056
C -2.43838 1.95061 -1.07330
N -1.30736 1.94596 -0.32346
S -0.70003 3.48175 -0.12084
O 0.61993 3.58017 -0.66610
O -0.88198 3.89970 1.24762
C -1.89099 4.25949 -1.15217
C -2.00005 5.59084 -1.49468
C -3.05726 5.93688 -2.32827
C -3.95923 4.97826 -2.78423
C -3.83143 3.64394 -2.42100
C -2.77535 3.30072 -1.59720
H -1.29641 6.32990 -1.13724
H -3.18099 6.96862 -2.62843
H -4.77127 5.28129 -3.43114
H -4.52479 2.88830 -2.76401
C 1.52530 3.90179 3.51239
N 0.51118 2.85541 3.69734
C -0.69277 3.22953 4.45000
C 0.38364 1.95843 2.76648
N 0.28364 1.10639 1.99501
H 1.82869 4.25834 4.49435
H 1.11148 4.72119 2.92355
H 2.38755 3.48681 2.99879
H -0.39912 3.48559 5.46580
H -1.38050 2.38786 4.47549
H -1.18058 4.07709 3.96852

**Kohn-Sham gap**: 8.1 eV
**HOMO energy**: -11.088 eV
**Energy above the lowest of the compared OMol25 structures with the same formula, charge and spin**: 0.00 kJ/mol
**Net charge**: +1

=====

No. 6
DFT (ωB97M-V/def2-TZVPD) results for C17H16N2OS as an isolated structure in a non-equilibrium geometry.

Element x y z (Å)
C -4.49694 -3.01075 1.20260
C -3.75428 -1.74016 0.67019
C -4.36749 -0.83856 -0.30849
C -3.89298 0.21722 -0.72693
C -2.70590 0.48469 -0.31789
C -2.16556 -0.20742 0.84650
C -2.78677 -1.43418 1.36648
H -2.21752 -1.88911 1.82210
H -1.22286 0.19763 1.14117
S -2.05456 2.15294 -0.77041
C -0.42563 2.38962 -0.17063
C 0.28711 1.07212 -0.80196
O -0.03178 0.10180 -1.70880
C 1.67628 0.79631 -0.01475
C 2.43097 1.40387 0.74698
N 3.49516 0.72414 1.27652
C 3.57506 -0.52696 0.48864
C 4.43823 -1.45501 0.45397
C 4.32590 -2.35981 -0.51239
C 3.00742 -2.45916 -1.08833
C 2.08667 -1.49082 -1.22541
N 2.26763 -0.33948 -0.17166
H 1.20606 -1.34745 -1.63885
H 2.77231 -3.29476 -1.67793
H 4.92323 -3.11059 -0.76186
H 5.44944 -1.30310 0.96358
C 2.21742 2.55020 1.52253
H 3.15124 3.17506 2.02203
H 1.31230 2.64138 2.35667
H 2.00107 3.46285 0.86274
H 0.07730 3.20739 -0.66610
H -0.37524 2.23988 0.76991
H -4.39700 0.90345 -1.42734
H -5.49255 -1.36786 -0.72838
H -4.81242 -3.70577 0.26314
H -3.85162 -3.35971 1.82558
H -5.45515 -2.79769 1.46776

**Kohn-Sham gap**: 7.6 eV
**HOMO energy**: -8.022 eV
**Energy above the lowest of the compared OMol25 structures with the same formula, charge and spin**: 1450.97 kJ/mol

=====

no.,total energy (Eh)
1,-5464.77913
2,-362.94479
3,-2101.11436
4,-2097.53591
5,-5014.00110
6,-1239.84280